(1)
{"formula": "C52H39ClN5O2PS2V", "method": "ωB97M-V/def2-TZVPD", "energy_ha": -4970.8780, "s2": 3.76, "charge": 2, "spin_multiplicity": 4, "gap_ev": [7.2, 7.0], "relative_energy_kcal_mol": 0.00, "species": ["V", "Cl", "S", "S", "P", "O", "O", "N", "N", "N", "N", "N", "C", "C", "C", "C", "C", "C", "C", "C", "C", "C", "C", "C", "C", "C", "C", "C", "C", "C", "C", "C", "C", "C", "C", "C", "C", "C", "C", "C", "C", "C", "C", "C", "C", "C", "C", "C", "C", "C", "C", "C", "C", "C", "C", "C", "C", "C", "C", "C", "C", "C", "C", "C", "H", "H", "H", "H", "H", "H", "H", "H", "H", "H", "H", "H", "H", "H", "H", "H", "H", "H", "H", "H", "H", "H", "H", "H", "H", "H", "H", "H", "H", "H", "H", "H", "H", "H", "H", "H", "H", "H", "H"], "positions_angstrom": [[0.893, 1.731, 0.141], [2.680, 2.610, 1.665], [0.509, -4.415, 3.856], [-2.862, 7.008, 3.288], [2.900, 0.833, -1.066], [-2.059, -2.046, 1.218], [1.003, 4.236, -1.677], [-0.505, 0.785, -1.151], [0.594, 0.293, 1.681], [-3.024, -1.868, -0.856], [-3.789, -3.417, 0.690], [-0.402, 2.847, 1.422], [3.154, 1.389, -2.795], [3.306, -3.747, -1.382], [4.364, -3.018, -0.862], [-4.891, -3.869, -0.097], [-0.468, 0.059, 3.826], [4.364, 1.521, -0.237], [-1.584, 1.958, 4.833], [-6.219, -5.700, -0.902], [3.108, -0.974, -1.122], [0.978, -0.970, 1.757], [-1.420, 4.805, 2.401], [-0.793, 4.111, 1.355], [-0.157, 0.808, 2.699], [-1.363, -0.103, -0.626], [-2.899, -2.426, 0.415], [-1.239, 0.166, -3.330], [0.678, -1.819, 2.838], [2.259, -5.148, 2.159], [2.939, 0.543, -3.880], [2.028, -1.724, -1.604], [3.472, 2.327, -5.406], [4.266, -1.636, -0.724], [-1.680, 4.090, 3.545], [1.484, -5.630, 3.168], [-0.448, 0.921, -2.490], [6.753, 1.914, -0.162], [-2.156, -0.930, -1.407], [-1.203, 0.671, 4.905], [3.542, 2.709, -3.034], [1.130, -3.221, 2.795], [-1.299, 2.746, 3.660], [2.052, -3.758, 1.945], [-2.724, 8.486, 2.456], [3.096, 1.012, -5.179], [5.642, 1.366, -0.778], [-5.743, -2.987, -0.742], [4.265, 2.277, 0.920], [-0.037, -1.275, 3.872], [-0.626, 2.167, 2.590], [2.128, -3.101, -1.740], [5.349, 2.843, 1.561], [-2.096, -0.775, -2.787], [-6.811, -3.475, -1.491], [-1.332, 7.088, 1.263], [0.992, 3.303, -1.043], [-1.781, 6.223, 2.220], [-5.139, -5.234, -0.174], [-7.072, -4.833, -1.587], [6.606, 2.647, 1.010], [3.700, 3.176, -4.329], [-8.249, -5.360, -2.372], [-1.876, 8.395, 1.396], [-3.281, 9.347, 2.792], [-3.632, -2.353, -1.501], [5.758, 0.818, -1.706], [5.103, -1.089, -0.311], [1.441, -6.639, 3.550], [-1.415, -0.172, 0.446], [7.470, 3.083, 1.493], [-1.173, 0.312, -4.399], [-8.699, -4.583, -2.988], [1.102, -1.234, -1.884], [3.750, 3.382, -2.208], [1.549, -1.343, 0.919], [-7.467, -2.769, -1.987], [1.290, -3.669, -2.125], [-9.024, -5.743, -1.706], [4.009, 4.199, -4.498], [-2.185, 4.560, 4.382], [-3.575, -3.909, 1.544], [-4.481, -5.930, 0.334], [-7.951, -6.178, -3.029], [-2.126, 2.420, 5.649], [-0.623, 6.822, 0.489], [2.666, -0.492, -3.728], [-0.645, 4.613, 0.409], [0.259, 1.630, -2.897], [-2.716, -1.389, -3.431], [-6.398, -6.768, -0.947], [2.935, 0.341, -6.013], [-0.279, -1.871, 4.747], [5.215, 3.428, 2.460], [3.602, 2.689, -6.417], [5.274, -3.520, -0.560], [3.391, -4.820, -1.497], [-1.435, 0.075, 5.779], [-5.627, -1.916, -0.626], [2.589, -3.185, 1.203], [2.957, -5.755, 1.599], [-1.648, 9.223, 0.741], [7.734, 1.778, -0.598]]}

(2)
{"formula": "C14H25ClMoN3O3P", "method": "ωB97M-V/def2-TZVPD", "energy_ha": -1807.5120, "s2": 2.06, "charge": 2, "spin_multiplicity": 3, "gap_ev": [6.9, 5.0], "species": ["Mo", "Cl", "P", "O", "O", "O", "N", "N", "N", "C", "C", "C", "C", "C", "C", "C", "C", "C", "C", "C", "C", "C", "C", "H", "H", "H", "H", "H", "H", "H", "H", "H", "H", "H", "H", "H", "H", "H", "H", "H", "H", "H", "H", "H", "H", "H", "H", "H"], "positions_angstrom": [[-2.078, -0.440, -1.320], [-2.949, -0.452, -4.374], [1.450, 0.092, 0.277], [-0.285, 0.318, -3.961], [0.651, -0.542, -0.824], [-0.954, -3.386, -0.779], [0.792, 0.071, 1.781], [2.821, -0.781, 0.607], [2.062, 1.576, 0.066], [-5.033, -1.143, -2.231], [2.640, -2.208, 0.479], [-4.248, -0.296, -1.281], [-2.994, 0.366, 0.591], [2.378, 2.698, 0.987], [-0.167, -0.978, 2.093], [4.135, -0.302, 0.958], [-1.154, -0.046, -3.263], [1.518, 0.412, 3.005], [-2.918, 1.435, -0.404], [-3.851, -0.679, 0.078], [-3.726, 1.051, -1.543], [2.331, 1.958, -1.346], [-1.468, -2.373, -1.045], [-0.627, -0.660, 3.030], [-3.906, 1.641, -2.472], [0.706, 0.481, 3.737], [0.319, -1.952, 2.225], [1.743, -2.340, -0.140], [2.068, 1.351, 2.990], [-2.560, 0.412, 1.596], [2.476, -2.725, 1.440], [-6.125, -0.951, -2.210], [-4.168, -1.600, 0.627], [-0.895, -1.046, 1.285], [1.602, 2.904, 1.743], [-4.821, -2.201, -1.995], [-2.366, 2.374, -0.257], [4.848, -1.057, 0.626], [2.381, 3.573, 0.310], [3.342, 1.634, -1.680], [4.378, 0.614, 0.420], [2.214, -0.374, 3.336], [2.233, 3.057, -1.374], [1.562, 1.503, -1.984], [3.494, -2.619, -0.059], [4.370, -0.109, 2.025], [-4.617, -0.929, -3.249], [3.395, 2.670, 1.480]]}

(3)
{"formula": "C8H11NO2S3", "method": "ωB97M-V/def2-TZVPD", "energy_ha": -1711.0840, "charge": 0, "gap_ev": 7.6, "relative_energy_kcal_mol": 48.63, "species": ["S", "S", "S", "O", "O", "N", "C", "C", "C", "C", "C", "C", "C", "C", "H", "H", "H", "H", "H", "H", "H", "H", "H", "H", "H"], "positions_angstrom": [[1.720, -0.657, 1.053], [-0.423, 1.343, 0.030], [1.976, 1.629, -2.472], [1.234, 2.950, -2.049], [2.823, 1.094, -1.430], [3.113, 2.456, -3.422], [0.923, 0.483, -2.987], [-3.209, -1.488, 1.806], [-0.587, -1.744, 2.601], [-0.904, -0.937, 1.576], [0.082, -0.101, 0.799], [-2.225, -0.777, 1.146], [-1.611, -2.370, 3.298], [-2.918, -2.214, 2.960], [2.429, 0.108, 0.190], [4.048, 2.718, -2.954], [0.299, 2.851, -1.680], [-2.192, -0.385, 0.126], [-4.315, -1.516, 1.499], [1.415, -0.364, -3.501], [-1.329, -2.940, 4.239], [0.249, 0.888, -3.646], [0.439, -1.713, 2.925], [2.727, 3.317, -3.757], [-3.764, -2.632, 3.650]]}

(4)
{"formula": "C9H25FN4O4P3", "method": "ωB97M-V/def2-TZVPD", "energy_ha": -2001.5639, "charge": 1, "gap_ev": 8.9, "species": ["P", "P", "P", "F", "O", "O", "O", "O", "N", "N", "N", "N", "C", "C", "C", "C", "C", "C", "C", "C", "C", "H", "H", "H", "H", "H", "H", "H", "H", "H", "H", "H", "H", "H", "H", "H", "H", "H", "H", "H", "H", "H", "H", "H", "H", "H"], "positions_angstrom": [[-1.712, 1.279, 2.349], [0.326, 0.111, -2.593], [-2.747, 2.627, 0.986], [-0.339, -2.512, -0.768], [-1.696, 3.598, 0.467], [-3.800, 3.527, 1.923], [0.664, -1.403, -3.230], [-3.520, 1.903, -0.307], [-0.714, 0.856, -3.814], [-0.907, -0.017, 1.503], [-1.312, -1.593, -0.969], [1.189, -0.019, 0.367], [2.160, 1.059, 0.084], [5.501, -0.471, 0.428], [-0.213, 0.396, 0.262], [-0.818, -0.176, -1.074], [-3.163, -2.951, 0.116], [-2.366, -1.612, 0.106], [3.456, 0.943, 0.979], [4.053, -0.508, 1.028], [-1.636, -1.291, 1.443], [-0.888, -2.105, 1.604], [2.524, 0.916, -0.957], [-2.521, -3.850, 0.146], [-1.773, -1.822, -1.860], [1.776, 2.090, 0.229], [-1.723, 0.435, -1.298], [-0.274, 1.507, 0.181], [-2.378, -1.434, 2.253], [-3.825, -2.976, 1.004], [4.135, -0.788, 2.099], [-3.831, -2.988, -0.773], [-0.982, 1.765, -3.425], [5.958, 0.511, 0.686], [4.157, 1.697, 0.563], [1.339, -1.334, -3.910], [3.191, 1.324, 1.993], [-1.605, 0.349, -3.870], [3.396, -1.211, 0.478], [-3.006, 2.198, -1.070], [-2.778, 0.634, 3.068], [5.489, -0.494, -0.683], [1.386, -0.383, 1.296], [-3.090, -0.798, -0.115], [6.158, -1.250, 0.855], [-3.241, 4.260, 2.219]]}